DFT (ωB97M-V/def2-TZVPD) results for a single C4H4ClN3 molecule.

Positions of all 12 atoms, in Å:
C -1.33596 0.82116 -0.00411
C -0.06562 0.39508 -0.00250
C 0.33061 -1.01872 0.00468
C 2.16644 0.88665 -0.00129
H -1.56192 1.90445 0.02831
H -0.42957 -1.80446 0.00158
H 3.43874 -0.75216 0.00923
H 2.99862 1.59830 -0.00299
N 1.54514 -1.42110 -0.00155
N 2.49421 -0.43085 -0.00041
N 0.96884 1.36134 0.00044
Cl -2.71035 -0.23629 -0.00036

Summary:
Relative energy (zero: lowest compared OMol25 entry of this formula, charge and spin) in kJ/mol: 196.5
E_LUMO in eV: 0.68

DFT (ωB97M-V/def2-TZVPD) results for C10H12BrN2O10P2SeZn as an isolated structure.

Positions of all 39 atoms, in Å:
Zn -0.24791 -0.13726 -0.15470
N -2.46935 1.12742 2.56997
C -1.06929 1.58147 2.85298
C -1.06356 2.42762 4.11851
P -0.16168 -0.02739 3.12380
O 1.26811 0.47821 3.61795
O -0.91676 -0.70740 4.20085
O -0.05271 -0.67175 1.76307
P -0.35415 2.42395 1.40308
O -1.08590 3.86793 1.51286
O -0.90219 1.74847 0.16713
O 1.11503 2.51172 1.61878
H -2.73317 0.48718 3.32674
H -2.58778 0.57796 1.65746
H -3.11301 1.91589 2.53662
H -1.36528 1.82078 4.97449
H -1.72678 3.29028 4.01614
H -0.05660 2.79700 4.30277
H 1.65169 1.04493 2.91938
H -1.03733 4.34332 0.67620
Se 3.17610 1.26241 -0.05087
C 4.55018 0.42314 -1.00805
N 5.40359 -0.07211 -1.60463
Br -7.26903 -4.45910 -3.20778
C -5.94424 -3.40816 -2.33947
C -4.64150 -3.44185 -2.80607
C -3.68134 -2.67250 -2.16595
C -4.02223 -1.88246 -1.07557
C -5.33586 -1.86634 -0.62500
C -6.30778 -2.62911 -1.25376
C -2.97245 -1.04942 -0.37931
O -1.80434 -1.14080 -0.85025
O -3.33672 -0.36080 0.59429
H -4.38196 -4.06023 -3.65400
H -2.65385 -2.67614 -2.50316
H -5.58316 -1.24957 0.22800
H -7.33169 -2.62209 -0.90655
O 1.90019 1.07079 -1.26868
O 1.33463 -0.25971 -1.22032

Summary:
E_LUMO in eV: 2.22
Net charge: -1